[1]
A molecular structure, C28H53O2PSe2Si2Sr at a distorted geometry, computed with the ωB97M-V functional and the def2-TZVPD basis.

XYZ file:
```
89
Properties=species:S:1:pos:R:3:forces:R:3
O 0.365 0.132 -1.731 0.10 0.76 -0.31
O 3.272 -2.419 -2.814 0.76 -0.24 -0.20
C -0.598 -0.264 -2.774 0.54 0.10 0.62
C -1.540 0.862 -3.139 -0.08 0.00 -0.17
H -1.145 -1.105 -2.332 0.22 0.22 0.00
H -0.024 -0.633 -3.636 -0.13 0.14 0.11
H -1.955 1.360 -2.248 0.21 -0.19 -0.28
H -2.378 0.441 -3.705 0.10 0.09 0.04
H -1.035 1.593 -3.780 -0.22 0.02 0.16
C 1.076 1.410 -1.927 -0.74 -0.47 0.05
C 2.048 1.352 -3.087 0.05 0.05 -0.07
H 1.576 1.647 -0.967 -0.12 -0.32 -0.47
H 0.309 2.193 -2.047 0.38 -0.14 -0.08
H 2.748 0.512 -3.004 -0.22 0.04 0.12
H 2.641 2.273 -3.104 -0.14 -0.07 -0.07
H 1.512 1.264 -4.039 0.14 0.05 0.14
C 4.544 -2.683 -2.179 -0.43 0.06 -0.05
C 3.239 -2.712 -4.216 -0.13 0.00 0.47
C 5.302 -1.410 -1.876 0.10 0.18 -0.02
H 5.166 -3.358 -2.797 -0.35 0.11 0.20
H 4.311 -3.188 -1.228 0.14 0.08 -0.34
H 5.573 -0.868 -2.788 -0.08 -0.04 0.19
H 6.222 -1.659 -1.339 -0.04 0.05 -0.03
H 4.703 -0.759 -1.230 0.07 -0.02 -0.15
C 4.209 -1.868 -5.022 -0.01 0.04 -0.13
H 2.204 -2.499 -4.518 0.26 -0.10 0.05
H 3.430 -3.793 -4.367 -0.07 0.34 -0.02
H 4.080 -0.801 -4.800 0.05 -0.26 0.00
H 4.007 -2.012 -6.086 0.10 -0.02 0.01
H 5.247 -2.162 -4.827 -0.16 0.15 -0.07
H 1.321 -2.033 -1.498 -0.14 -0.69 0.65
Sr -0.119 0.096 0.710 -0.74 -0.34 -0.26
C 1.113 -2.733 -0.657 0.24 0.00 -0.24
Si 1.136 -4.564 -1.164 -0.23 -0.42 -0.28
H 1.891 -2.596 0.105 -0.07 0.15 0.08
H 0.114 -2.526 -0.232 0.23 -0.07 -0.12
C 0.258 -4.752 -2.818 -0.07 0.02 0.02
C 0.254 -5.623 0.127 -0.12 0.16 0.04
C 2.806 -5.431 -1.322 0.22 0.22 -0.05
C -2.328 -1.363 0.097 0.32 0.15 0.20
Si -3.399 -1.447 1.614 0.07 0.00 -1.14
H -2.173 -2.369 -0.332 -0.04 0.16 0.17
H -2.784 -0.755 -0.717 0.09 -0.12 0.47
C -3.620 -3.240 2.160 -0.04 -0.21 0.12
C -5.091 -0.710 1.231 -0.32 0.02 0.18
C -2.704 -0.505 3.102 -0.17 0.22 0.31
H 2.669 -6.418 -1.790 -0.10 0.26 0.21
H 3.244 -5.589 -0.326 0.01 0.01 -0.21
H 3.528 -4.880 -1.932 -0.18 -0.25 0.08
H -0.801 -4.474 -2.729 0.20 -0.04 -0.09
H 0.313 -5.800 -3.148 -0.05 0.28 0.05
H 0.723 -4.122 -3.589 -0.13 -0.14 0.14
H -0.610 -5.104 0.562 0.10 -0.18 -0.06
H 0.950 -5.879 0.940 -0.21 0.05 -0.13
H -0.097 -6.565 -0.325 0.12 0.30 0.15
H -5.452 -1.073 0.258 0.12 0.03 0.22
H -5.046 0.385 1.177 0.02 -0.14 0.01
H -5.841 -0.982 1.989 0.10 0.13 -0.12
H -2.615 0.579 2.916 -0.03 -0.35 0.01
H -1.724 -0.892 3.419 -0.05 0.00 0.01
H -3.385 -0.626 3.964 0.28 0.06 -0.20
H -4.492 -3.371 2.817 0.18 0.05 -0.08
H -2.741 -3.603 2.709 -0.09 0.01 -0.08
H -3.759 -3.892 1.287 0.01 0.16 0.17
Se 1.254 2.744 1.672 -0.06 0.44 0.65
P -0.758 3.554 2.031 -0.16 -0.42 -0.57
Se -2.070 2.487 0.631 -0.10 0.49 0.46
C -1.279 3.400 3.782 0.06 -0.15 0.26
C -2.216 4.292 4.333 0.10 -0.10 0.29
C -2.519 4.231 5.699 0.21 -0.37 -0.19
C -1.925 3.250 6.510 -0.02 0.00 -0.56
C -1.040 2.323 5.941 -0.28 0.30 -0.04
C -0.705 2.412 4.586 -0.07 0.10 0.21
C -0.858 5.371 1.860 0.11 0.22 -0.34
C -1.805 5.966 1.020 0.06 0.07 0.22
C -1.916 7.360 0.969 0.24 -0.04 0.10
C -1.053 8.157 1.728 -0.05 -0.14 0.02
C -0.099 7.560 2.563 -0.11 -0.25 0.00
C -0.004 6.166 2.635 -0.04 0.27 -0.12
H -2.693 5.052 3.710 0.20 -0.24 0.19
H -3.227 4.945 6.125 0.22 -0.22 -0.12
H -2.171 3.199 7.571 0.09 0.00 -0.28
H -0.618 1.532 6.557 0.00 0.20 -0.13
H 0.038 1.738 4.152 -0.25 0.20 0.18
H -2.472 5.327 0.439 0.18 0.18 0.09
H -2.675 7.822 0.334 0.27 -0.15 0.18
H -1.129 9.248 1.678 0.02 -0.45 0.03
H 0.558 8.179 3.180 -0.19 -0.20 -0.26
H 0.732 5.693 3.293 -0.24 0.19 -0.22
```
Positions in Å, forces in eV/Å.

Summary:
- maximum force (eV/A) = 1.1
- E_tot (eV) = -190566.613
- gap between HOMO and LUMO (eV) = 6.45
- energy above the lowest of the compared OMol25 structures with the same formula, charge and spin (kJ/mol) = 0.0



[2]
7 unconnected molecules or ions with the total composition CH16O6 at a distorted geometry, computed with the ωB97M-V functional and the def2-TZVPD basis.

XYZ file:
```
23
Properties=species:S:1:pos:R:3:forces:R:3
C 2.434 -4.647 2.727 -0.40 0.34 1.84
H 1.502 -4.163 2.379 0.81 -0.39 -0.49
H 2.217 -5.640 3.099 -0.10 -0.89 -1.15
H 2.506 -4.287 3.777 0.77 0.88 -0.72
H 3.377 -4.567 2.136 -1.09 0.06 0.51
O -0.642 1.355 -1.312 3.64 2.00 1.77
H 0.041 1.704 -0.575 -1.87 -1.02 -3.13
H -1.320 1.115 -0.731 -2.02 -0.99 1.12
O -1.569 -0.921 0.153 -1.11 -0.52 1.43
H -1.667 -1.898 0.212 0.14 0.97 -0.18
H -2.143 -0.597 0.899 0.83 -0.53 -1.06
O -1.286 -0.295 -3.756 0.46 0.96 1.44
H -1.819 0.265 -4.335 0.12 0.01 0.27
H -1.104 0.247 -2.914 -0.44 -0.86 -1.54
O 1.223 3.685 -2.233 0.28 0.61 0.47
H 1.580 2.986 -2.775 -0.21 -0.77 -0.43
H 2.008 4.178 -1.970 -0.15 0.13 0.03
O -3.440 3.008 5.372 1.79 1.18 -1.07
H -3.153 3.939 5.527 -0.76 -0.80 0.32
H -2.757 2.813 4.680 -1.03 -0.38 0.75
O 1.275 0.956 -3.359 0.23 -0.73 -0.55
H 2.075 0.438 -3.192 -0.23 0.11 -0.06
H 0.662 0.326 -3.808 0.34 0.62 0.42
```
Positions in Å, forces in eV/Å.

Summary:
- maximum force (eV/A) = 4.5
- SMILES string = C.O.O.O.O.O.O
- E_tot (eV) = -13580.661
- gap between HOMO and LUMO (eV) = 10.98
- energy above the lowest of the compared OMol25 structures with the same formula, charge and spin (kJ/mol) = 188.5



[3]
A molecular structure, C5H8O2 at a distorted geometry, computed with the ωB97M-V functional and the def2-TZVPD basis.

XYZ file:
```
15
Properties=species:S:1:pos:R:3:forces:R:3
O -0.205 2.021 -1.168 0.79 -0.44 0.11
C -0.031 1.300 0.032 0.66 -0.46 1.06
C -1.125 0.256 0.195 0.05 -0.04 -0.06
C -0.328 -0.974 -0.325 -0.46 -0.41 -0.23
C 0.662 -1.263 0.779 -0.23 0.11 0.13
C 1.245 0.052 0.158 -0.57 0.66 -1.07
O 0.772 -0.450 -1.115 -0.02 -0.80 -0.58
H -0.736 1.521 -1.806 0.50 -0.12 0.31
H 0.106 2.087 0.761 -0.25 -0.20 0.54
H -1.410 0.167 1.249 0.05 -0.27 -0.19
H -2.042 0.425 -0.374 0.20 0.35 -0.07
H -0.862 -1.722 -0.897 -0.26 -0.26 0.23
H 0.336 -1.414 1.812 -0.03 0.44 -0.09
H 1.272 -2.121 0.467 0.19 0.46 0.15
H 2.347 0.113 0.232 -0.64 0.98 -0.24
```
Positions in Å, forces in eV/Å.

Summary:
- maximum force (eV/A) = 1.4
- E_tot (eV) = -9406.571
- gap between HOMO and LUMO (eV) = 10.26
- energy above the lowest of the compared OMol25 structures with the same formula, charge and spin (kJ/mol) = 314.7